Entry P
Formula: C18H36N2O2Rb
Source: the Open Molecules 2025 dataset
Level of theory: ωB97M-V/def2-TZVPD

Summary:
Net charge: -1
Molar mass, g mol⁻¹: 397.97
Frontier orbital gap, hartree: 0.141
LUMO level, eV: 1.74
Highest occupied orbital energy, Ha: -0.0767

Atoms and positions in Å:
H1 -8.523 -5.863 -11.927
H2 -14.127 -13.025 -10.905
H3 -9.724 -5.770 -8.827
H4 -9.636 -4.003 -9.028
O1 -11.439 -10.782 -11.553
N1 -11.517 -11.636 -10.381
C1 -12.577 -3.186 -11.138
C2 -12.837 -11.613 -9.667
C3 -14.257 -5.029 -10.690
H5 -12.489 -14.377 -7.682
C4 -12.845 -4.478 -10.316
H6 -12.340 -14.346 -11.514
H7 -12.443 -12.012 -7.594
H8 -15.035 -4.381 -10.285
O2 -11.957 -6.654 -9.945
H9 -13.960 -11.547 -11.616
C5 -10.181 -3.707 -11.620
H10 -13.121 -4.903 -8.215
H11 -13.145 -2.336 -10.761
N2 -11.772 -5.446 -10.629
C6 -11.149 -2.609 -11.191
H12 -8.830 -12.615 -11.503
H13 -10.935 -2.143 -10.230
H14 -10.676 -14.545 -11.902
C7 -10.345 -5.047 -10.828
C8 -9.534 -4.962 -9.534
H15 -12.902 -3.372 -12.161
C9 -11.426 -13.781 -11.697
H16 -14.988 -11.617 -10.368
C10 -12.434 -13.873 -8.648
H17 -14.324 -5.057 -11.777
H18 -13.090 -14.479 -9.273
H19 -8.473 -4.967 -9.784
C11 -11.039 -13.813 -9.221
C12 -9.585 -6.026 -11.740
H20 -13.156 -9.520 -9.977
H21 -13.990 -12.773 -8.259
H22 -8.813 -13.677 -10.226
H23 -14.466 -6.040 -10.340
H24 -11.262 -1.771 -11.879
H25 -13.987 -10.147 -8.514
H26 -11.987 -3.628 -8.518
H27 -10.261 -3.812 -12.702
H28 -11.661 -13.229 -12.607
C13 -13.991 -11.982 -10.617
H29 -10.428 -13.358 -8.442
C14 -12.946 -4.031 -8.845
H30 -10.058 -6.119 -12.718
C15 -12.940 -12.528 -8.416
H31 -8.908 -11.924 -9.949
C16 -10.867 -12.973 -10.515
H32 -9.247 -3.197 -11.385
H33 -12.221 -9.945 -8.598
Rb1 -9.749 -9.064 -9.656
H34 -13.752 -3.332 -8.625
C17 -9.306 -12.754 -10.532
C18 -13.111 -10.235 -9.156
H35 -9.477 -7.048 -11.378
H36 -10.739 -14.828 -9.481

Entry Q
Formula: C18H36N2O2Rb
Source: the Open Molecules 2025 dataset
Level of theory: ωB97M-V/def2-TZVPD

Summary:
Net charge: -1
Molar mass, g mol⁻¹: 397.97
Frontier orbital gap, hartree: 0.172
LUMO level, eV: 2.16
Highest occupied orbital energy, Ha: -0.0931

Atoms and positions in Å:
H1 -4.649 -3.207 -1.950
C1 -3.729 -0.651 0.150
H2 -4.297 -0.975 1.025
H3 -5.535 -2.031 -0.968
H4 -5.177 -3.114 1.072
H5 3.562 1.667 -2.166
C2 -3.418 -1.791 -0.850
H6 1.774 3.611 -1.940
H7 -4.126 -0.862 -2.672
H8 -0.166 -3.854 0.669
N1 -2.279 -2.586 -0.511
H9 3.749 4.453 1.248
C3 -1.095 -4.404 0.478
H10 0.137 4.383 -0.156
H11 -1.891 -3.556 2.733
O1 2.230 1.679 1.731
C4 -4.656 -2.694 -0.987
H12 2.343 4.231 2.270
H13 -0.996 -4.731 -0.560
C5 3.900 3.692 -1.555
C6 2.086 3.488 0.224
C7 4.957 1.925 0.951
H14 2.301 5.066 -1.178
H15 2.728 -0.094 -0.679
H16 4.040 3.903 -2.621
H17 0.272 3.582 1.409
H18 0.151 2.573 -0.027
H19 4.649 4.260 -1.001
H20 -1.790 -1.933 2.128
H21 -1.082 -5.253 1.165
H22 5.230 2.984 0.930
H23 4.407 -0.285 -0.879
C8 -4.835 -3.649 0.182
C9 0.552 3.511 0.357
C10 3.819 1.629 -0.029
O2 -1.061 -1.932 -0.743
C11 -2.348 -2.865 2.012
Rb1 0.357 -0.490 1.349
H24 -4.245 0.184 -0.330
H25 -5.630 -4.360 -0.063
C12 3.673 0.106 -0.160
N2 2.538 2.138 0.448
H26 -3.358 -2.631 2.350
C13 2.461 3.977 -1.171
C14 -3.552 -4.398 0.502
H27 3.731 -0.410 0.794
H28 -3.667 -4.885 1.483
C15 4.157 2.185 -1.404
C16 -3.176 -1.174 -2.219
H29 5.200 1.942 -1.638
C17 2.656 4.477 1.257
H30 -2.822 -1.972 -2.880
H31 -3.390 -5.236 -0.184
H32 -2.780 -0.253 0.529
H33 5.831 1.315 0.695
C18 -2.300 -3.513 0.578
H34 2.345 5.504 1.032
H35 4.650 1.704 1.972
H36 -2.436 -0.382 -2.203

Result of the stability comparison: entry Q is the most stable of them.

Entry P
Formula: C2H5NSi
Source: the Open Molecules 2025 dataset
Level of theory: ωB97M-V/def2-TZVPD

Summary:
Molar mass, g mol⁻¹: 71.15
Frontier orbital gap, hartree: 0.319
LUMO level, eV: -0.15
Highest occupied orbital energy, Ha: -0.3244

Atoms and positions in Å:
Si1 -0.294 -1.103 -0.043
C1 -0.613 0.656 -0.757
H1 -0.186 0.595 -1.716
C2 0.365 0.565 0.455
H2 -0.688 -2.259 0.650
N1 0.568 1.466 1.283
H3 1.156 -2.400 -1.168
H4 -1.510 1.219 -0.818
H5 1.201 1.261 2.113

Entry Q
Formula: C2H5NSi
Source: the Open Molecules 2025 dataset
Level of theory: ωB97M-V/def2-TZVPD

Summary:
Molar mass, g mol⁻¹: 71.15
Frontier orbital gap, hartree: 0.285
LUMO level, eV: -1.48
Highest occupied orbital energy, Ha: -0.3395

Atoms and positions in Å:
H1 0.111 -1.378 -1.836
H2 -0.172 -2.137 -0.172
C1 1.471 -1.045 -0.186
H3 -0.905 2.911 0.960
H4 -1.291 3.398 0.496
Si1 -1.298 0.019 -0.084
C2 0.214 -1.348 -0.699
H5 -0.573 0.205 1.294
N1 2.444 -0.625 0.228

Result of the stability comparison: entry Q is the most stable of them.

Entry P
Formula: C4H14NOS
Source: the Open Molecules 2025 dataset
Level of theory: ωB97M-V/def2-TZVPD

Summary:
Molar mass, g mol⁻¹: 124.23
Frontier orbital gap (spin up / spin down), hartree: 0.347 / 0.247
Multiplicity: 2
LUMO level (spin up / spin down), eV: 0.84 / -1.84
Expectation value of S²: 0.7530
Highest occupied orbital energy (spin up / spin down), Ha: -0.3159 / -0.3147

Atoms and positions in Å:
H1 -1.677 -2.247 0.976
H2 1.121 0.072 1.265
H3 -1.212 1.697 -1.644
H4 -0.671 -1.049 -1.220
H5 0.223 0.707 -2.310
H6 -5.316 1.566 0.033
N1 1.210 0.354 0.304
H7 -2.077 -0.341 -0.386
H8 1.941 1.023 0.144
S1 -0.993 -0.472 2.493
C1 -0.105 0.693 -0.231
H9 0.046 -2.088 0.836
H10 -5.478 2.003 -0.529
H11 -0.576 1.263 0.628
H12 3.280 -0.542 -3.961
H13 0.598 2.209 -1.455
H14 4.031 0.067 -2.694
C2 -0.157 1.423 -1.577
C3 -1.010 -0.561 -0.297
O1 3.192 -0.134 -3.095
C4 -0.876 -1.510 0.913

Entry Q
Formula: C4H14NOS
Source: the Open Molecules 2025 dataset
Level of theory: ωB97M-V/def2-TZVPD

Summary:
Molar mass, g mol⁻¹: 124.23
Frontier orbital gap (spin up / spin down), hartree: 0.122 / 0.376
Multiplicity: 2
LUMO level (spin up / spin down), eV: 0.58 / 0.57
Expectation value of S²: 0.7505
Highest occupied orbital energy (spin up / spin down), Ha: -0.1007 / -0.3553

Atoms and positions in Å:
H1 1.325 -1.032 1.669
H2 0.131 2.503 -0.270
S1 -1.895 -0.683 -0.556
H3 2.078 -2.058 -1.611
H4 -0.190 -0.995 1.067
N1 0.741 -0.649 0.969
H5 -2.122 1.816 -0.507
H6 -1.780 1.088 1.006
H7 2.743 1.361 0.477
H8 -1.137 -0.804 -1.656
H9 2.634 0.976 2.173
O1 1.165 -2.143 -1.770
H10 0.237 1.013 2.106
H11 1.045 -2.719 -2.530
H12 2.168 2.528 1.600
C1 -0.017 1.431 -0.121
H13 0.378 0.794 -1.091
C2 0.702 0.915 1.105
C3 -1.527 1.032 0.002
H14 0.989 -0.816 -0.004
C4 2.061 1.450 1.324

Result of the stability comparison: entry P is the most stable of them.

Entry P
Formula: C2H3BrFNO2
Source: the Open Molecules 2025 dataset
Level of theory: ωB97M-V/def2-TZVPD

Summary:
Molar mass, g mol⁻¹: 171.95
Frontier orbital gap (spin up / spin down), hartree: 0.322 / 0.322
LUMO level (spin up / spin down), eV: -1.14 / -1.14
Highest occupied orbital energy (spin up / spin down), Ha: -0.3637 / -0.3637

Atoms and positions in Å:
C1 -0.945 -0.964 -0.827
Br1 -1.100 1.476 1.492
O1 2.261 0.193 -0.118
F1 0.233 1.543 -0.927
C2 0.127 0.779 0.154
H1 -1.342 -0.766 -1.858
N1 1.391 0.256 0.707
H2 -1.725 -0.744 -0.077
O2 1.409 -0.082 1.854
H3 -0.309 -1.692 -0.401

Entry Q
Formula: C2H3BrFNO2
Source: the Open Molecules 2025 dataset
Level of theory: ωB97M-V/def2-TZVPD

Summary:
Molar mass, g mol⁻¹: 171.95
Frontier orbital gap (spin up / spin down), hartree: 0.343 / 0.227
LUMO level (spin up / spin down), eV: -0.52 / -2.16
Highest occupied orbital energy (spin up / spin down), Ha: -0.3615 / -0.3061

Atoms and positions in Å:
O1 0.488 -1.865 1.662
C1 1.008 -0.983 -1.372
H1 -1.072 0.800 0.924
N1 -0.456 -1.099 1.282
F1 1.710 0.086 -1.841
H2 0.876 0.560 1.367
C2 -0.187 0.180 1.172
O2 -1.567 -1.433 0.958
H3 -0.092 -0.883 -1.692
Br1 1.700 -2.402 -0.614

Result of the stability comparison: entry P is the most stable of them.